116
Properties=species:S:1:pos:R:3:forces:R:3:mulliken_charge:R:1 method="wB97M-V/def2-TZVPD" e_homo_ha=-0.3781 total_charge=+1
C -0.3842 1.9328 7.4435 0.2 -0.1 0.1 0.021
C 0.5044 1.5074 6.7592 0.1 0.7 -0.6 -0.802
C 1.5320 1.2037 5.7407 -0.8 -0.4 0.6 -1.256
C 1.0397 1.3737 4.2767 2.0 -1.5 0.1 1.943
C -0.3097 0.6291 4.0304 -0.2 0.5 0.5 -1.917
C -1.6340 1.3827 4.3320 -0.5 -1.3 -0.3 -0.848
C -2.7043 0.9629 3.2723 0.2 0.7 -0.2 -0.317
C -2.9707 2.1053 2.2726 0.1 -0.5 0.5 -0.170
C -4.1799 1.8738 1.3670 -0.1 0.9 -0.2 -0.356
C -5.4790 2.1062 2.1763 0.8 0.5 0.3 -0.868
O -6.5514 1.2380 1.8385 0.2 -0.6 0.0 -0.421
C -6.2335 -0.0682 2.2158 0.9 1.1 -1.6 0.744
O -6.0680 -0.3762 3.3535 0.2 -0.2 0.4 -0.551
C -6.1561 -1.0683 1.1067 -0.4 1.0 -0.4 -0.340
C -7.1465 -1.0032 0.1586 0.8 -0.2 0.8 -0.611
C 1.9984 0.4699 3.4598 -0.7 1.0 -0.3 -0.933
N 2.0658 0.8995 2.2532 0.2 -0.5 0.6 0.316
C 1.2755 2.1412 2.0637 0.6 1.0 -1.4 -0.641
C 1.7893 3.0063 0.8919 -0.3 -0.3 0.0 -0.339
C 2.0702 2.1888 -0.3915 -0.3 0.5 0.3 -0.785
C 1.0133 1.1230 -0.7182 0.5 -0.6 -0.8 0.099
C 1.5004 0.2482 -1.9129 -0.1 0.0 0.8 -1.124
C 1.1133 -1.2256 -1.7803 0.7 -0.5 -0.8 0.247
C 1.6312 -2.0402 -3.0042 -0.8 0.2 -0.1 -0.638
C 0.6110 -3.0768 -3.5337 0.7 -0.4 -0.6 0.608
C 1.1793 -4.5009 -3.6697 -0.9 -0.4 -0.2 -0.610
C 0.0600 -5.5678 -3.8352 0.4 -0.4 0.4 -0.049
C 0.2386 -6.7922 -2.8982 -0.4 0.1 -0.1 -1.113
C 1.3927 2.6864 3.4956 -1.0 0.2 -0.2 0.715
C 0.7255 4.0049 3.8240 -0.7 0.5 0.0 -0.655
Br -0.5887 4.7131 2.5992 0.4 -0.4 0.3 -0.024
C 1.0251 4.7353 4.9049 0.0 0.0 0.0 0.416
C 2.0756 4.3654 5.9214 0.2 0.8 -0.1 -1.243
Br 0.1541 6.4020 5.2854 0.3 -0.7 -0.1 -0.151
H -1.1440 2.3371 8.0728 0.0 -0.2 0.0 0.399
H 1.7811 0.1418 5.8608 0.0 0.1 0.0 0.582
H 2.4505 1.7509 5.9524 -0.1 0.1 -0.1 0.515
H -0.3626 0.2189 3.0175 0.1 0.2 0.0 0.840
H -0.2717 -0.2462 4.6892 0.0 0.0 -0.1 0.538
H -1.5237 2.4630 4.4215 0.1 0.0 -0.1 0.567
H -2.0061 0.9907 5.2794 0.2 0.4 0.1 0.442
H -2.3587 0.1049 2.6901 -0.1 -0.1 0.2 0.056
H -3.6252 0.6437 3.7672 0.0 0.1 0.0 0.595
H -3.1198 3.0224 2.8568 -0.1 0.0 -0.2 0.358
H -2.0444 2.2703 1.7077 -0.2 0.0 -0.2 -0.216
H -4.1568 0.9219 0.8379 0.0 -0.2 0.3 0.040
H -4.1481 2.6514 0.5925 0.0 -0.3 -0.1 0.348
H -5.7934 3.1392 2.0175 -0.4 -0.2 -0.1 0.401
H -5.2255 2.0488 3.2419 -0.3 -0.3 0.0 0.425
H -5.2970 -1.7336 1.1126 -1.1 -1.2 1.1 0.358
H -7.8031 -1.8591 0.0180 0.9 -0.3 -1.4 0.275
H -7.2654 -0.0750 -0.3964 -1.3 0.4 1.1 0.274
H 2.5443 -0.4006 3.8113 -0.2 -0.1 -0.1 0.507
H 2.6084 0.4363 1.5332 -0.1 0.1 -0.2 0.328
H 0.2713 1.8713 1.7269 -0.1 -0.3 0.7 -0.642
H 0.9517 3.6651 0.6523 0.2 0.1 0.2 0.244
H 2.6228 3.6483 1.1899 0.1 -0.2 -0.1 0.303
H 2.0583 2.9029 -1.2217 0.2 -0.1 0.1 0.025
H 3.0891 1.7826 -0.3817 -0.2 -0.2 0.1 0.429
H 0.8116 0.4252 0.1038 0.0 0.2 0.1 0.121
H 0.0566 1.5727 -0.9987 0.0 0.1 0.3 0.153
H 1.1514 0.6636 -2.8609 0.0 -0.1 0.0 0.544
H 2.5966 0.2870 -1.9211 -0.1 0.0 -0.2 0.256
H 0.0346 -1.3813 -1.6918 0.0 0.2 0.1 -0.158
H 1.6043 -1.6587 -0.8985 -0.3 0.2 0.2 0.267
H 2.5820 -2.5353 -2.7928 -0.1 0.1 0.1 0.022
H 1.8279 -1.3315 -3.8148 0.1 -0.1 0.1 0.399
H 0.3363 -2.7810 -4.5530 -0.3 0.1 0.2 0.274
H -0.3247 -3.1061 -2.9664 0.4 0.1 0.2 -0.980
H 1.8072 -4.7764 -2.8149 -0.1 0.2 0.0 0.339
H 1.7977 -4.5775 -4.5626 0.2 0.3 0.2 0.159
H 0.0559 -5.9619 -4.8542 0.0 0.3 0.0 0.473
H -0.9283 -5.1263 -3.6708 0.1 0.0 0.0 -0.094
H -0.4666 -6.7725 -2.0610 0.1 0.1 0.0 0.294
H 0.0357 -7.7114 -3.4515 0.1 0.0 0.2 0.312
H 1.2396 -6.8510 -2.4654 0.0 0.0 -0.2 0.234
H 2.4705 2.8645 3.6056 -0.1 -0.1 0.3 0.694
H 2.9090 3.8298 5.4613 -0.2 -0.2 0.1 0.259
H 1.6589 3.8316 6.7758 0.0 -0.1 -0.1 0.248
H 2.5062 5.2907 6.3133 -0.1 -0.1 0.0 0.550
C 0.2574 5.8072 -2.3046 0.1 -0.1 0.1 -1.057
C 1.6958 5.8608 -2.8090 -0.2 0.0 0.2 -0.216
C 1.7845 6.0378 -4.3275 -0.1 -0.3 0.1 -0.476
C 1.1362 4.9072 -5.0090 0.2 0.3 -0.1 0.238
N 0.6399 4.0179 -5.5377 0.0 -0.1 0.1 -0.438
H -0.2818 4.9549 -2.7217 0.0 0.0 -0.1 0.328
H 0.2394 5.7052 -1.2185 0.0 0.1 0.0 0.179
H -0.2842 6.7168 -2.5687 0.0 0.0 0.0 0.405
H 2.2155 4.9436 -2.5205 0.1 0.0 -0.1 0.103
H 2.2163 6.6885 -2.3240 0.1 0.0 -0.1 0.356
H 2.8257 6.0850 -4.6466 0.0 0.0 -0.1 0.309
H 1.2961 6.9628 -4.6360 0.0 0.0 0.0 0.305
C -4.1934 -1.8806 -2.9830 0.0 0.0 0.0 -1.382
C -2.8102 -2.4918 -2.7868 -0.3 0.2 -0.1 -0.052
C -2.6310 -3.1252 -1.4021 0.0 0.3 -0.1 -0.310
C -2.7999 -2.1186 -0.3441 0.1 -0.3 0.0 0.100
N -2.9389 -1.3351 0.4844 0.1 0.0 -0.1 -0.355
H -4.3753 -1.0661 -2.2790 0.0 0.0 0.0 0.268
H -4.2882 -1.4699 -3.9876 0.0 0.0 0.0 0.431
H -4.9763 -2.6294 -2.8488 0.0 0.0 0.0 0.337
H -2.0504 -1.7209 -2.9378 0.0 -0.1 0.0 0.127
H -2.6422 -3.2580 -3.5453 0.1 0.0 0.1 0.295
H -1.6359 -3.5620 -1.3074 0.0 0.0 0.1 0.259
H -3.3625 -3.9193 -1.2453 0.0 0.0 0.1 0.545
C 4.8428 -6.5770 -2.5203 0.0 0.0 0.0 -1.071
C 6.0714 -5.7493 -2.8822 -0.1 -0.2 0.1 -0.496
C 5.7462 -4.2668 -3.0945 0.0 -0.2 -0.2 -0.402
C 4.7849 -4.1003 -4.1938 0.2 0.2 0.2 0.263
N 4.0362 -3.9708 -5.0536 0.1 0.0 -0.1 -0.488
H 4.1024 -6.5648 -3.3222 0.0 0.1 0.0 0.274
H 5.1207 -7.6167 -2.3493 0.0 0.0 0.0 0.397
H 4.3689 -6.2001 -1.6107 0.0 0.0 0.0 0.284
H 6.5261 -6.1561 -3.7869 0.0 0.1 0.0 0.304
H 6.8123 -5.8354 -2.0855 0.0 0.1 0.0 0.321
H 6.6505 -3.7083 -3.3372 0.0 0.1 0.0 0.352
H 5.3171 -3.8368 -2.1873 0.0 0.0 0.0 0.260